Record 1
C28H40NO2Re as an isolated structure. Source: OMol25; level of theory: ωB97M-V/def2-TZVPD.

XYZ file:
```
72
Properties=species:S:1:pos:R:3
O -1.982 1.901 -0.536
C -2.576 1.997 -1.977
C -3.790 2.737 -1.507
H -2.731 0.977 -2.338
H -1.891 2.579 -2.589
C -3.080 2.893 -0.168
H -4.644 2.072 -1.409
H -4.035 3.660 -2.019
C -3.956 2.396 0.947
H -3.909 1.310 1.035
H -4.983 2.708 0.731
H -3.652 2.832 1.893
C -2.459 4.252 0.089
H -1.879 4.584 -0.779
H -1.792 4.227 0.960
H -3.261 4.970 0.303
Re -0.138 1.468 0.325
C 1.828 2.111 -0.119
C 1.608 0.905 -0.877
C 0.737 1.221 -1.968
H 2.134 -0.030 -0.745
C 0.415 2.599 -1.878
C 0.986 3.138 -0.686
H 0.932 4.167 -0.354
H 2.605 2.260 0.620
H 0.453 0.518 -2.754
H -0.081 3.186 -2.637
C 0.918 0.802 1.980
C 0.410 2.122 2.250
C -1.015 2.023 2.265
H 0.979 3.016 2.477
C -1.382 0.659 1.988
C -0.184 -0.087 1.877
H -0.111 -1.166 1.843
H 1.948 0.487 1.974
H -1.697 2.814 2.527
H -2.381 0.243 1.938
O -4.059 -1.893 -1.572
C -2.762 -1.596 -1.020
C -1.688 -1.609 -2.142
H -2.578 -2.331 -0.219
H -2.850 -0.613 -0.519
C -2.443 -2.015 -3.420
H -0.887 -2.311 -1.902
H -1.244 -0.616 -2.242
C -3.893 -2.289 -2.960
H -2.012 -2.918 -3.850
H -2.411 -1.236 -4.187
H -4.104 -3.371 -3.064
H -4.642 -1.755 -3.571
C 4.015 -2.931 3.115
N 4.751 -2.072 2.226
C 5.977 -1.546 2.754
C 3.986 -1.168 1.416
C 2.999 -1.943 0.589
C 3.448 -3.034 -0.206
C 2.527 -3.891 -0.812
C 1.152 -3.686 -0.656
C 0.694 -2.527 0.028
C 1.643 -1.738 0.607
H 3.605 -2.400 3.996
H 4.694 -3.710 3.485
H 3.180 -3.413 2.596
H 6.491 -1.005 1.954
H 5.822 -0.855 3.600
H 6.604 -2.373 3.102
H 3.463 -0.415 2.030
H 4.698 -0.619 0.779
H 4.524 -3.218 -0.277
H 2.891 -4.740 -1.396
H 0.437 -4.416 -1.047
H -0.372 -2.298 0.105
```

Calculated values
Charge: +1
HOMO level (spin up / spin down): -0.3409 / -0.3834 hartree
E_LUMO (spin up / spin down): -1.9 / -4.1 eV
Multiplicity: 4
Kohn-Sham gap (spin up / spin down): 0.2721 / 0.2319 Eh



Record 2
A 9-piece molecular cluster, C28H41Br8F15O10 overall. Source: OMol25; level of theory: ωB97M-V/def2-TZVPD.

XYZ file:
```
102
Properties=species:S:1:pos:R:3
C -0.283 -1.904 -5.484
C -0.160 -3.143 -6.333
O 0.314 -2.744 -7.637
C 1.729 -2.843 -7.901
O 2.566 -3.066 -7.003
C 2.128 -2.564 -9.398
F 3.090 -1.607 -9.436
F 2.670 -3.672 -9.967
F 1.128 -2.128 -10.122
H -0.774 -2.092 -4.529
H -0.893 -1.136 -5.959
H 0.677 -1.457 -5.229
H -1.162 -3.523 -6.536
H 0.451 -3.851 -5.774
C 3.080 6.930 1.578
C 2.629 7.660 0.328
O 1.870 6.865 -0.543
C 0.665 6.492 -0.338
O 0.020 6.727 0.727
C 0.007 5.747 -1.526
F 0.064 4.414 -1.226
F -1.292 5.958 -1.505
F 0.557 6.051 -2.657
H 2.209 6.819 2.224
H 3.889 7.497 2.039
H 3.411 5.921 1.334
H 3.539 8.044 -0.134
H 2.039 8.528 0.620
C 3.912 -1.086 3.643
C 2.613 -1.572 2.956
O 2.941 -2.734 2.238
C 2.822 -3.981 2.796
O 2.282 -4.233 3.833
C 3.442 -5.166 1.975
F 4.221 -5.901 2.744
F 2.448 -5.935 1.557
F 4.185 -4.753 0.975
H 3.817 -0.475 4.540
H 4.624 -0.549 3.016
H 4.418 -1.960 4.054
H 2.359 -0.809 2.220
H 1.765 -1.647 3.638
C -1.822 -5.557 2.807
C -2.402 -4.619 1.798
O -1.781 -4.712 0.507
C -0.795 -3.864 0.186
O -0.573 -2.867 0.785
C -0.043 -4.290 -1.133
F -0.275 -5.540 -1.391
F -0.400 -3.547 -2.207
F 1.245 -3.963 -0.989
H -1.816 -6.587 2.450
H -2.422 -5.378 3.699
H -0.768 -5.389 3.025
H -2.458 -3.593 2.163
H -3.456 -4.839 1.628
C -3.063 -0.551 1.701
C -4.358 -0.280 2.541
O -5.529 -0.094 1.740
C -6.419 0.817 2.188
O -6.332 1.440 3.211
C -7.723 1.053 1.334
F -8.815 0.561 1.911
F -7.880 2.361 1.083
F -7.621 0.383 0.195
H -3.025 -1.540 1.245
H -2.212 -0.613 2.378
H -2.801 0.208 0.963
H -4.181 0.582 3.184
H -4.526 -1.128 3.204
Br 2.545 -1.498 -3.329
C 4.440 -1.411 -2.660
C 4.456 -1.260 -1.133
Br 6.286 -1.701 -0.426
H 4.960 -0.553 -3.085
H 4.920 -2.332 -2.993
H 3.843 -2.035 -0.672
H 4.105 -0.307 -0.738
Br 0.831 0.057 -0.083
C -0.383 0.955 -1.291
C -0.312 0.224 -2.623
Br -1.734 0.912 -3.854
H -0.016 1.980 -1.239
H -1.371 0.945 -0.831
H -0.573 -0.815 -2.421
H 0.635 0.471 -3.102
Br -0.968 1.267 4.706
C 0.604 1.677 3.599
C 0.880 3.217 3.700
Br 2.570 3.677 2.854
H 0.430 1.288 2.596
H 1.448 1.070 3.926
H 1.054 3.614 4.701
H 0.060 3.804 3.288
Br -1.883 3.251 0.910
C -2.760 3.363 2.655
C -3.871 4.389 2.567
Br -4.531 4.599 4.380
H -2.033 3.685 3.400
H -3.127 2.380 2.952
H -4.801 4.176 2.038
H -3.469 5.334 2.202
```

Calculated values
Energy relative to the best compared isomer or geometry (same formula, charge and spin): 0.000 eV
HOMO level: -0.3731 hartree
SMILES string: CCOC(=O)C(F)(F)F.CCOC(=O)C(F)(F)F.CCOC(=O)C(F)(F)F.CCOC(=O)C(F)(F)F.CCOC(=O)C(F)(F)F.BrCCBr.BrCCBr.BrCCBr.BrCCBr
E_LUMO: 0.2 eV
Kohn-Sham gap: 0.3803 Eh



Record 3
C28H41N2OS2SiW as an isolated structure. Source: OMol25; level of theory: ωB97M-V/def2-TZVPD.

XYZ file:
```
76
Properties=species:S:1:pos:R:3
W 0.062 -0.535 0.176
C -0.021 2.838 -0.109
C 0.514 1.501 -0.534
N -0.376 0.654 -1.186
N -0.494 0.380 -2.521
C -0.990 -0.835 -2.651
S -1.346 -1.838 -1.190
S -1.232 -1.623 -4.160
C -0.617 -0.375 -5.342
C -0.745 -0.958 -6.728
C -1.783 -0.558 -7.562
C -1.912 -1.103 -8.832
C -1.006 -2.059 -9.273
C 0.030 -2.464 -8.442
C 0.160 -1.916 -7.175
C 1.945 1.428 -1.006
C 2.634 2.421 -1.691
C 3.951 2.202 -2.079
C 4.587 1.006 -1.785
C 3.920 -0.003 -1.092
C 2.622 0.252 -0.732
O 1.869 -0.695 -0.019
H 0.002 3.527 -0.959
H 0.581 3.276 0.683
H -1.058 2.753 0.214
H 0.413 -0.146 -5.085
H -1.208 0.529 -5.228
H -2.494 0.187 -7.218
H -2.720 -0.783 -9.478
H -1.106 -2.485 -10.264
H 0.741 -3.207 -8.784
H 0.975 -2.234 -6.530
H 2.152 3.364 -1.924
H 4.489 2.975 -2.614
H 5.616 0.854 -2.089
H 4.399 -0.941 -0.839
C -0.352 -2.282 4.474
C 0.330 -1.722 3.208
C 1.843 -1.720 3.461
C 0.054 -2.702 2.050
Si -0.444 0.000 2.731
C 0.449 1.440 3.582
C -0.304 2.772 3.457
C 1.865 1.605 2.999
C 0.577 1.124 5.085
C -2.368 -0.015 2.864
C -2.809 0.265 4.310
C -2.926 1.092 1.928
C -3.024 -1.328 2.399
H 0.060 -3.273 4.703
H -1.428 -2.391 4.380
H -0.154 -1.639 5.338
H 2.173 -2.749 3.646
H 2.109 -1.132 4.341
H 2.414 -1.341 2.611
H 0.249 -3.737 2.359
H 0.783 -2.640 1.231
H -0.976 -2.695 1.666
H -0.473 3.073 2.426
H 0.292 3.558 3.936
H -1.274 2.747 3.963
H 1.855 1.795 1.925
H 2.494 0.731 3.177
H 2.355 2.461 3.479
H -0.394 0.996 5.570
H 1.082 1.963 5.579
H 1.175 0.230 5.277
H -2.445 1.228 4.682
H -2.480 -0.515 5.001
H -3.906 0.295 4.349
H -2.539 2.086 2.146
H -4.018 1.130 2.023
H -2.714 0.863 0.872
H -2.734 -2.202 2.975
H -2.836 -1.533 1.344
H -4.112 -1.226 2.501
```

Calculated values
Charge: +1
HOMO level (spin up / spin down): -0.4180 / -0.4180 hartree
E_LUMO (spin up / spin down): -4.6 / -4.6 eV
Kohn-Sham gap (spin up / spin down): 0.2500 / 0.2499 Eh



In eV/A, the max |F| values for the records above are, in order, 4.113, 5.919, 2.119.